Record 1
29
Properties=species:S:1:pos:R:3:nbo_charge:R:1 method="wB97M-V/def2-TZVPD" mol_weight_da=205.214 charge=0 smiles="O=C(O)CN=C(NCCO)NCCO" homo_lumo_gap_ev=9.822 de_lowest_kj_mol=59.32
C -0.5641 2.8292 -0.1529 -0.086
C 0.1433 2.0768 0.9739 -0.221
C 0.1414 -0.2702 -0.1491 0.617
C 2.5285 0.0873 -0.5386 -0.233
C 2.9235 -1.3799 -0.3279 -0.080
C -1.5667 -1.8738 0.1578 -0.372
C -2.8508 -1.2220 -0.1768 0.788
H -2.1206 1.5788 -0.4476 0.498
H -0.1568 2.4762 -1.1239 0.189
H -0.3723 3.9190 0.0177 0.187
H 1.2367 2.2183 0.9100 0.202
H -0.0752 2.3738 2.0402 0.211
H -0.7634 0.1781 1.6313 0.387
H 0.9786 0.0213 -1.9158 0.382
H 2.6949 0.6922 0.3960 0.192
H 3.1796 0.4933 -1.2735 0.203
H 2.7582 -1.9716 -1.2280 0.165
H 3.9780 -1.3555 -0.1757 0.174
H 1.5543 -2.3764 0.5394 0.482
H -1.4621 -1.8935 1.2788 0.208
H -1.6986 -2.9193 -0.1494 0.245
H -4.7064 -1.4929 0.1475 0.501
N -0.1283 0.5435 0.9463 -0.646
N 1.1224 0.3657 -0.9285 -0.660
N -0.3121 -1.4085 -0.4897 -0.581
O -1.9463 2.5245 -0.2006 -0.747
O 2.3725 -1.9740 0.7833 -0.716
O -3.8547 -1.9831 0.3292 -0.684
O -3.0337 -0.2571 -0.8732 -0.605



Record 2
10
Properties=species:S:1:pos:R:3:nbo_charge:R:1 method="wB97M-V/def2-TZVPD" mol_weight_da=95.107 charge=0 homo_lumo_gap_ev="7.637 / 7.637" de_lowest_kj_mol=309.27
C -2.1575 0.9282 0.5736 -0.847
N 1.0347 -1.2801 -1.6298 -0.984
P 2.9750 -1.0766 0.5932 -0.012
S 1.8598 -0.2600 -0.8541 0.665
H -1.4027 1.3850 0.1555 0.202
H -2.3096 1.4496 1.4748 0.214
H -2.0377 -0.1522 0.7315 0.213
H 1.4368 -2.1418 -1.7231 0.350
H 3.4608 0.2550 0.9170 -0.018
H -2.8595 0.8929 -0.2385 0.218